[1]
DFT (ωB97M-V with the def2-TZVPD basis set) results for one molecule with the formula C6H9B in a non-equilibrium geometry.

Last column: Mulliken charge in e.
Positions of all 16 atoms, in Å:
B  2.372374  0.639339  0.734729  0.056
C  -1.696698  -1.441872  0.556253  -0.679
C  -1.387746  -0.319637  -0.439798  0.199
C  1.152576  -0.667976  0.440967  -0.782
C  -0.379121  -0.706934  0.255687  0.328
C  3.394587  1.586757  0.699536  -0.471
C  -1.796359  0.582351  -1.513997  -0.958
H  -2.178203  -1.252090  1.499087  0.212
H  1.572137  -1.031628  -0.432556  0.299
H  1.332011  -1.438755  1.208248  0.342
H  3.507826  2.457196  1.331672  0.273
H  -1.817024  -2.566675  0.249184  0.173
H  4.172364  1.089266  0.116504  0.217
H  -2.431495  0.046763  -2.283615  0.272
H  -0.863875  0.877108  -2.009961  0.282
H  -2.300586  1.631577  -1.172160  0.238

Forces on the atoms, in the same order (eV/Å):
B -2.93 -1.32 -0.52
C 1.06 -1.41 -0.83
C -0.22 -0.36 0.79
C 0.38 1.48 2.86
C 1.12 0.59 0.09
C -1.20 -1.47 0.33
C -1.26 1.86 -0.82
H -0.34 0.26 0.27
H 0.86 -0.94 -2.02
H 0.33 0.39 -0.20
H 0.38 -0.06 -0.33
H 0.21 2.13 0.20
H 0.51 0.66 -0.01
H 0.46 0.84 0.95
H -0.25 0.10 -0.11
H 0.89 -2.75 -0.64

Highest occupied orbital energy: -8.81 eV
LUMO: 0.018 Eh
ΔE to the lowest compared entry with this formula, charge and spin: 4.263 eV
SMILES: C=BCC1=C(C)C1
E: -258.66267 a.u.
HOMO-LUMO gap: 0.3416 hartree
Maximum force: 3.26 eV Å⁻¹

***

[2]
DFT (ωB97M-V with the def2-TZVPD basis set) results for one molecule with the formula CHNO4S in a non-equilibrium geometry.

Last column: Mulliken charge in e.
Positions of all 8 atoms, in Å:
C  -0.737227  0.967717  -1.008417  0.336
N  -1.010413  1.088131  -2.104868  -0.270
O  -0.427715  1.390535  1.592274  -0.502
O  1.348230  0.382851  0.118414  -0.579
O  0.442980  -1.918614  0.424084  -0.158
O  -0.697470  -0.968951  0.600347  -0.251
S  -0.015131  0.545867  0.485641  1.020
H  1.096744  -1.487537  -0.107476  0.403

Forces on the atoms, in the same order (eV/Å):
C 0.10 0.15 0.88
N -0.60 0.30 -1.40
O 0.71 -1.51 -2.02
O 0.66 0.05 0.21
O 5.30 -8.35 -0.30
O -5.34 8.33 1.30
S -2.49 0.04 2.09
H 1.65 0.99 -0.75

Highest occupied orbital energy (alpha / beta): -8.82 / -12.93 eV
<S²>: 2.01
LUMO (alpha / beta): 0.012 / -0.133 Eh
ΔE to the lowest compared entry with this formula, charge and spin: 0.000 eV
E: -792.30256 a.u.
HOMO-LUMO gap (alpha / beta): 0.3355 / 0.3424 hartree
Maximum force: 9.98 eV Å⁻¹
2S+1: 3

***

[3]
DFT (ωB97M-V with the def2-TZVPD basis set) results for a 8-piece molecular cluster, C36H88O18 overall in a non-equilibrium geometry.

Last column: Mulliken charge in e.
Positions of all 142 atoms, in Å:
C  -3.485904  -3.807091  1.652333  -0.349
O  -2.909618  -3.246093  2.789576  -0.583
C  -2.305970  -1.995500  2.565582  0.873
C  -1.776257  -1.549813  3.914848  -0.055
O  -2.715308  -1.363314  4.943549  -0.433
C  -3.486874  -0.233482  4.850483  -0.331
H  -2.847802  -3.751266  0.764279  0.151
H  -4.435178  -3.300615  1.483278  0.045
H  -3.754638  -4.822089  1.876035  0.313
H  -3.019792  -1.264041  2.170536  -0.083
H  -1.564415  -2.086755  1.797576  -0.014
H  -1.211126  -0.598908  3.801888  -0.277
H  -1.057184  -2.283087  4.290895  0.324
H  -4.005802  -0.098672  3.875502  -0.034
H  -2.929312  0.729364  4.924313  0.206
H  -4.266816  -0.272481  5.651926  0.316
C  -2.271320  2.867926  2.291259  -0.512
O  -1.066862  2.464449  1.687695  0.412
C  0.045550  3.004781  2.347751  -0.990
C  0.432005  2.329513  3.657331  -0.490
O  0.880611  1.045414  3.395935  0.030
C  1.156827  0.360055  4.619913  -1.037
H  -2.457381  2.419305  3.265067  0.127
H  -2.995726  2.597925  1.530486  -0.197
H  -2.371793  3.982704  2.400773  0.339
H  -0.089982  4.083214  2.569685  0.539
H  0.896736  2.800437  1.712702  0.197
H  -0.440335  2.350996  4.263543  0.342
H  1.215467  2.945980  4.101148  0.392
H  1.929544  0.860181  5.200909  0.297
H  1.475905  -0.664637  4.369637  0.164
H  0.206398  0.338152  5.134753  0.467
C  7.157278  -2.632835  5.491091  -0.784
O  6.009572  -2.405586  4.676105  -0.279
C  5.908530  -3.177547  3.472704  -0.977
C  4.867738  -2.604244  2.632992  0.095
O  5.208345  -1.329169  2.164310  -0.452
C  4.154252  -0.774058  1.347934  0.082
H  8.134547  -2.619584  5.013783  0.305
H  7.054702  -3.632669  5.947960  0.313
H  7.114699  -1.911107  6.299885  0.240
H  5.700087  -4.184462  3.787097  0.426
H  6.887866  -3.178847  2.950126  0.384
H  3.966339  -2.493640  3.273929  0.114
H  4.607969  -3.228664  1.790745  0.317
H  4.522173  0.142366  0.947485  0.379
H  3.193823  -0.567381  1.884312  -0.151
H  3.841369  -1.414429  0.500709  -0.067
C  1.597795  0.264985  -2.214991  -0.468
O  2.091287  0.236082  -0.911395  -0.397
C  1.098285  0.619647  -0.003890  -0.121
C  -0.052949  -0.467117  0.186531  0.837
O  0.459098  -1.645301  0.773379  -0.324
C  1.029683  -2.566847  -0.128325  -0.218
H  1.097262  1.212651  -2.509926  0.081
H  0.910938  -0.548871  -2.376104  0.238
H  2.490509  0.097814  -2.813622  0.295
H  0.701781  1.592219  -0.247746  0.250
H  1.565739  0.667612  0.975525  -0.314
H  -0.516372  -0.703057  -0.784569  -0.066
H  -0.779505  -0.036322  0.881185  0.102
H  1.095928  -3.433985  0.512306  0.332
H  1.998898  -2.279987  -0.559952  -0.056
H  0.310386  -2.719321  -0.962042  -0.213
C  6.863546  6.111717  -3.749948  -0.733
O  5.850892  5.633480  -4.625170  -0.299
C  5.563780  4.261612  -4.528107  -0.317
C  4.476306  3.981645  -5.541203  -0.566
O  3.224471  4.534805  -5.193471  -0.377
C  2.402973  3.657407  -4.455972  -0.637
H  6.517014  5.904893  -2.747612  0.317
H  6.975841  7.177887  -3.907518  0.226
H  7.812302  5.631196  -3.986802  0.289
H  5.169169  3.952733  -3.546798  0.255
H  6.462261  3.638536  -4.734519  0.349
H  4.437531  2.899497  -5.727896  0.383
H  4.824723  4.468992  -6.474391  0.286
H  1.491569  4.188271  -4.077891  0.238
H  2.866112  3.265254  -3.534577  0.227
H  2.164765  2.805416  -5.080494  0.372
C  6.336527  -3.729543  -0.229657  -0.456
O  5.610556  -4.797653  -0.846308  -0.270
C  5.403232  -4.541598  -2.206534  -0.288
C  4.590062  -5.707491  -2.790280  -0.700
O  3.225489  -5.880368  -2.297740  -0.357
C  3.186240  -6.615651  -1.087018  -0.508
H  6.518596  -4.025369  0.791401  0.042
H  5.709745  -2.831889  -0.267327  0.212
H  7.296822  -3.608846  -0.770078  0.346
H  6.318887  -4.561634  -2.794735  0.312
H  4.913236  -3.563930  -2.312887  0.281
H  5.064172  -6.639588  -2.534215  0.367
H  4.539117  -5.595412  -3.858536  0.392
H  3.778189  -7.563898  -1.058552  0.280
H  2.135679  -6.848930  -0.936970  0.252
H  3.585281  -6.014358  -0.303030  0.136
C  -1.920418  2.706190  -1.274924  0.318
O  -1.894691  3.895108  -2.070732  -0.489
C  -2.645277  3.745733  -3.267248  -0.398
C  -3.956394  4.383471  -3.153592  -0.651
O  -4.699721  3.571583  -2.251200  -0.027
C  -5.871168  4.097304  -1.819964  -0.884
C  -6.242360  3.449052  -0.496800  -0.003
O  -5.337452  3.865192  0.521582  -0.266
C  -5.879787  3.516350  1.771964  -0.651
H  -1.573034  1.863912  -1.873743  0.082
H  -2.918285  2.415797  -0.949856  -0.102
H  -1.364418  2.864618  -0.391811  0.025
H  -2.844012  2.684751  -3.475119  0.068
H  -2.126749  4.132816  -4.144277  0.447
H  -4.423581  4.510998  -4.180004  0.290
H  -3.908740  5.401906  -2.725464  0.405
H  -6.659762  3.928617  -2.554886  0.311
H  -5.823692  5.194754  -1.664444  0.371
H  -6.230536  2.359440  -0.551213  -0.088
H  -7.280856  3.721594  -0.144328  0.505
H  -6.003570  2.449575  1.772601  0.229
H  -6.810691  4.089562  2.115181  0.306
H  -5.167112  3.743888  2.563485  0.229
C  -6.662608  -0.993383  2.685425  -0.774
O  -6.050872  -1.490064  1.510977  -0.250
C  -6.097155  -0.568000  0.462265  0.065
C  -5.435988  -1.112608  -0.791994  -0.106
O  -5.081908  0.034638  -1.550911  -0.077
C  -4.406923  -0.280569  -2.709592  -0.323
C  -3.250960  -1.253457  -2.567004  -0.502
O  -3.626991  -2.625911  -2.687808  -0.350
C  -2.521955  -3.387826  -3.235576  -0.606
H  -6.494452  -1.756622  3.471300  0.308
H  -7.704400  -0.748068  2.437743  0.322
H  -6.184589  -0.089674  3.088600  0.205
H  -5.543599  0.372931  0.701232  -0.354
H  -7.175247  -0.252689  0.267427  0.308
H  -6.038933  -1.823651  -1.366769  0.249
H  -4.524390  -1.577589  -0.482543  0.032
H  -4.045762  0.710547  -3.003304  -0.123
H  -5.114389  -0.743572  -3.456578  0.241
H  -2.737945  -1.141424  -1.591206  0.172
H  -2.449981  -0.958753  -3.242153  0.714
H  -2.181339  -2.859424  -4.135371  0.341
H  -2.922710  -4.342275  -3.523865  0.291
H  -1.681353  -3.412881  -2.519429  0.087

Forces on the atoms, in the same order (eV/Å):
C -0.81 0.46 -0.08
O 0.45 -0.22 0.42
C -1.08 -0.04 0.80
C 1.33 0.91 -0.25
O 0.03 -0.91 0.13
C -1.35 1.50 -0.27
H 0.08 -0.04 0.00
H -0.09 0.20 -0.55
H 0.22 -0.66 0.07
H -0.41 0.06 0.07
H 0.99 0.02 -0.14
H -0.17 -0.34 -0.28
H -0.20 -0.07 -0.08
H 0.05 -0.51 0.32
H 0.17 -0.50 0.40
H 0.71 0.08 -0.63
C -0.61 0.89 -0.84
O 0.26 0.31 0.84
C 0.92 -0.11 0.47
C -0.04 0.86 -1.29
O 0.58 -0.70 0.20
C -0.22 -0.36 -1.01
H -0.06 -0.27 0.01
H -0.65 -0.21 0.39
H 0.44 -0.72 -0.06
H 0.08 -0.33 -0.41
H 0.21 0.52 -0.49
H -0.81 -0.26 1.20
H 0.11 0.08 0.30
H 0.06 0.11 0.09
H -0.13 0.45 0.10
H -0.06 -0.26 0.79
C -1.11 -1.09 0.25
O 0.57 0.55 -0.32
C 2.35 0.27 1.35
C -2.07 0.94 0.26
O -0.58 0.60 -0.92
C -0.47 -0.72 0.52
H -0.04 0.35 -0.55
H 0.16 0.12 0.02
H 0.07 0.19 -0.07
H -0.35 -0.81 -0.26
H -0.29 0.05 0.15
H 0.10 -0.23 -0.29
H -0.08 -0.59 -0.24
H 0.29 0.67 -0.24
H 0.84 -0.21 0.15
H 0.50 -0.07 0.30
C 0.73 0.14 -0.68
O -0.11 0.39 0.22
C -0.96 -1.62 1.28
C 1.28 1.15 -0.35
O 0.06 0.79 -0.02
C -0.73 0.06 -0.14
H 0.33 -0.27 0.34
H -0.43 -0.41 -0.28
H -0.20 0.09 -0.51
H -0.40 0.43 -0.25
H 0.10 0.16 0.09
H -0.16 0.05 0.23
H 0.00 -0.06 -0.16
H 0.36 -0.68 -0.46
H -0.18 0.06 0.31
H 0.39 -0.28 0.26
C -0.68 -0.57 -0.60
O 0.16 0.33 -0.12
C -0.07 -0.23 0.13
C 0.66 0.19 -0.76
O 0.05 0.05 0.19
C -0.31 0.29 0.87
H 0.40 0.05 0.64
H -0.15 0.13 -0.02
H 0.20 -0.16 0.27
H 0.28 0.34 0.20
H -0.33 0.26 -0.01
H -0.30 0.04 0.06
H -0.48 -0.22 0.32
H 0.71 -0.31 -0.80
H 0.28 0.13 -0.23
H -0.47 -0.33 -0.12
C -0.15 -0.63 -0.90
O 0.56 0.22 0.44
C -1.17 -0.91 -0.14
C -1.29 0.34 1.12
O 1.33 0.20 -0.64
C -0.14 -0.43 -0.31
H 0.11 0.02 0.24
H 0.40 0.19 0.07
H -0.37 0.29 0.36
H 0.54 0.30 0.07
H -0.09 -0.13 -0.29
H 0.77 -0.34 -0.14
H -0.16 0.04 -0.50
H -0.34 0.50 -0.57
H -0.01 -0.06 0.25
H 0.07 0.45 0.88
C -0.86 0.03 -1.00
O -0.06 -0.52 -0.21
C 0.78 -0.61 -0.06
C -1.66 0.99 -0.13
O 1.59 -0.39 -1.00
C -1.68 0.81 1.05
C -0.87 0.37 0.58
O -0.44 0.47 0.05
C -0.03 0.92 0.90
H 0.51 -0.19 0.05
H -0.41 0.31 -0.11
H 0.93 0.18 0.59
H 0.22 0.01 0.02
H 0.43 0.24 0.19
H 0.11 -0.47 0.95
H 0.26 -0.25 -0.13
H -0.38 -0.08 -0.08
H 0.17 -0.30 0.01
H 0.14 -0.19 -0.31
H 0.75 0.01 -0.74
H -0.66 -0.68 0.33
H 0.80 -0.82 -1.04
H 0.38 0.07 -0.19
C 0.34 -0.34 0.20
O 0.35 0.04 0.15
C -1.04 1.09 -0.40
C -0.31 0.71 0.46
O -0.85 -0.32 1.15
C -0.13 -0.35 -1.17
C 0.69 -0.11 1.19
O 0.78 0.26 -0.77
C -0.55 1.45 0.27
H -0.66 0.27 -0.53
H -0.04 -0.26 0.55
H 0.09 0.12 -0.41
H -0.23 -0.51 0.10
H 1.01 -0.34 0.11
H -0.05 0.10 0.04
H 0.53 -0.78 0.26
H 0.09 -0.36 -0.64
H 0.57 0.60 0.30
H -0.39 0.23 0.02
H -0.11 -0.24 -0.75
H 0.11 -0.25 0.00
H 0.12 -0.52 0.20
H -0.33 -0.38 -0.20

Highest occupied orbital energy: -9.09 eV
LUMO: 0.020 Eh
SMILES: COCCOCCOC.COCCOCCOC.COCCOC.COCCOC.COCCOC.COCCOC.COCCOC.COCCOC
E: -2778.31268 a.u.
HOMO-LUMO gap: 0.3542 hartree
Maximum force: 2.72 eV Å⁻¹

***

[4]
DFT (ωB97M-V with the def2-TZVPD basis set) results for C3H5O3Sn as an isolated structure in a non-equilibrium geometry.

Last column: Mulliken charge in e.
Positions of all 12 atoms, in Å:
H  1.556971  -0.579322  -1.622138  0.348
C  1.214797  -0.816688  -0.597032  -0.344
C  -0.179089  -0.306618  -0.339399  -0.503
O  -1.420313  -0.476122  0.380722  -0.029
C  -1.999036  0.424684  1.096754  -0.361
O  -2.636045  1.211172  0.233838  -0.290
Sn  3.522925  0.791355  0.643566  -0.533
O  1.912142  -0.128424  0.439010  -0.444
H  1.216559  -1.893529  -0.347385  0.206
H  0.631792  0.328550  0.735708  0.404
H  -0.616470  -0.364334  -1.354664  0.157
H  -3.204238  1.809272  0.731022  0.388

Forces on the atoms, in the same order (eV/Å):
H -0.39 -0.05 0.53
C -0.46 -2.54 2.78
C -0.35 3.56 -1.85
O 0.63 -3.75 1.11
C -0.53 0.37 0.86
O -0.57 0.52 -0.54
Sn 4.62 2.46 0.41
O -3.61 -2.73 -0.20
H 0.94 -0.09 -0.57
H -0.75 0.57 -2.56
H 0.23 1.63 -0.16
H 0.23 0.05 0.19

Total charge: -1
Highest occupied orbital energy (alpha / beta): -1.20 / -1.21 eV
LUMO (alpha / beta): 0.121 / 0.121 Eh
E: -557.03650 a.u.
HOMO-LUMO gap (alpha / beta): 0.1653 / 0.1658 hartree
Maximum force: 5.25 eV Å⁻¹